(1)
C40H48Cl2N7O2P2PbS | ωB97M-V with the def2-TZVPD basis set

```
! wB97M-V def2-TZVPD RIJCOSX def2/J DEFGRID3
* xyz 1 1
Pb -0.522 -0.199 -1.265
C -2.151 4.399 -2.651
C -2.133 3.086 -1.911
N -2.099 1.945 -2.474
N -2.070 1.894 -3.833
C -2.168 0.699 -4.471
N -2.083 0.803 -5.810
S -2.369 -0.772 -3.720
C -2.193 3.068 -0.418
C -2.773 4.124 0.273
C -2.835 4.069 1.656
C -2.325 2.957 2.304
C -1.780 1.944 1.528
N -1.700 1.993 0.202
H -1.416 4.404 -3.460
H -3.135 4.597 -3.087
H -1.897 5.227 -1.997
H -2.052 2.739 -4.381
H -1.913 1.669 -6.292
H -2.134 -0.048 -6.342
H -3.200 4.967 -0.255
H -3.282 4.881 2.215
H -2.347 2.869 3.383
H -1.388 1.044 2.001
C 2.535 0.031 -4.921
C 1.677 -0.661 -3.883
O 0.957 0.083 -3.196
C 1.703 -2.102 -3.769
C 2.403 -2.856 -4.743
C 2.368 -4.222 -4.767
C 1.603 -4.896 -3.795
C 0.943 -4.206 -2.814
C 0.999 -2.790 -2.739
O 0.457 -2.209 -1.712
H 2.369 1.102 -4.853
H 2.281 -0.306 -5.927
H 3.593 -0.185 -4.756
H 2.979 -2.342 -5.501
H 2.909 -4.774 -5.524
H 1.535 -5.977 -3.825
H 0.359 -4.719 -2.060
C 2.309 -2.184 0.926
P 0.684 -1.394 1.215
C 1.208 0.003 2.337
N 1.314 -0.244 3.619
C 1.641 0.762 4.469
C 1.759 0.502 5.855
C 2.053 1.526 6.705
C 2.238 2.846 6.216
C 2.135 3.116 4.885
C 1.840 2.064 3.985
N 1.749 2.317 2.657
C 1.462 1.336 1.833
P 1.327 1.851 0.044
C 0.795 3.585 0.256
C 3.091 2.052 -0.561
C 3.950 2.946 0.336
C 3.728 0.664 -0.652
C 2.987 2.668 -1.963
C -0.202 -2.728 2.212
C -1.652 -2.348 2.551
C -0.195 -3.950 1.274
C 0.461 -3.120 3.533
H 2.768 -2.465 1.873
H 2.964 -1.497 0.401
H 2.168 -3.055 0.290
H 1.616 -0.513 6.206
H 2.147 1.337 7.767
H 2.469 3.642 6.913
H 2.279 4.113 4.487
H 1.556 4.150 0.786
H -0.125 3.616 0.835
H 0.610 4.022 -0.725
H 3.878 2.673 1.389
H 3.687 4.000 0.237
H 4.998 2.843 0.035
H 3.937 0.265 0.344
H 4.680 0.733 -1.185
H 3.093 -0.046 -1.194
H 2.567 3.675 -1.931
H 2.377 2.054 -2.629
H 3.991 2.747 -2.390
H -2.453 -1.271 0.968
H -1.659 -1.461 3.197
H -2.043 -3.162 3.150
H -0.482 -3.699 0.252
H -0.905 -4.689 1.655
H 0.790 -4.417 1.253
H 0.432 -2.325 4.270
H 1.501 -3.418 3.394
H -0.076 -3.990 3.927
Cl -4.314 -0.372 -0.071
C -4.776 -1.931 0.557
C -6.060 -2.364 0.302
C -6.475 -3.594 0.786
C -5.575 -4.361 1.499
C -4.278 -3.923 1.727
Cl -3.258 -5.051 2.589
C -3.819 -2.678 1.274
N -2.529 -2.174 1.401
H -6.725 -1.732 -0.270
H -7.479 -3.950 0.603
H -5.860 -5.331 1.886
*
```

frontier orbital gap	6.94	eV
calculated total energy	-4280.82433	Ha
LUMO	-0.1020	hartree

Löwdin atomic charge list, values in e, 5 entries:
1. Pb 1.162
2. C -0.015
3. C -0.257
4. N 0.035
5. N -0.011

---

(2)
C40H48ClCsN6O5S | ωB97M-V with the def2-TZVPD basis set

```
! wB97M-V def2-TZVPD RIJCOSX def2/J DEFGRID3
* xyz -2 1
Cs 0.513 -0.550 0.846
N 4.682 -0.884 -0.983
C 3.661 -1.938 -1.149
C 2.810 -2.201 0.122
O 3.333 -1.771 1.211
N 1.671 -2.824 0.074
C 0.984 -3.123 -1.160
C -0.468 -2.553 -1.218
O -0.960 -2.448 -2.383
O -1.032 -2.245 -0.121
H 5.023 -1.010 -0.035
H 4.173 -0.014 -0.894
H 4.164 -2.882 -1.377
H 3.046 -1.672 -2.009
H 0.863 -4.210 -1.275
H 1.465 -2.780 -2.082
N -2.494 -0.058 1.503
C -3.578 0.746 1.826
C -4.445 0.407 2.873
C -5.508 1.234 3.219
C -5.744 2.414 2.518
C -4.891 2.742 1.466
C -3.810 1.944 1.111
C -2.941 2.269 -0.077
C -3.537 2.322 -1.347
C -2.765 2.497 -2.489
C -1.380 2.600 -2.367
C -0.795 2.566 -1.104
C -1.551 2.419 0.058
H -2.536 -1.033 1.744
H -2.052 0.097 0.610
H -4.265 -0.514 3.422
H -6.155 0.952 4.039
H -6.572 3.066 2.785
H -5.053 3.659 0.906
H -4.610 2.180 -1.435
H -3.232 2.502 -3.467
H -0.766 2.684 -3.258
H 0.291 2.649 -1.011
C 1.247 3.823 7.948
C 0.816 3.541 6.520
C 1.608 2.791 5.652
C 1.194 2.516 4.337
C -0.021 2.995 3.845
C -0.810 3.734 4.726
C -0.406 4.013 6.033
S -0.791 2.617 1.986
C -0.425 4.341 1.520
O 0.389 1.701 1.647
H 2.317 3.638 8.078
H 0.715 3.191 8.670
H 1.050 4.865 8.226
H 2.564 2.405 6.011
H 1.824 1.924 3.674
H -1.788 4.096 4.379
H -1.050 4.598 6.693
H 0.485 4.265 0.904
H -0.231 4.954 2.400
H -1.244 4.748 0.918
C 5.370 3.549 -5.728
C 5.675 2.040 -5.755
C 5.466 1.529 -7.184
C 7.162 1.901 -5.391
C 4.741 1.274 -4.755
O 5.230 1.553 -3.434
C 4.655 -0.239 -4.965
C 5.954 -1.047 -4.787
C 5.669 -2.520 -4.608
C 5.618 -3.380 -5.702
C 5.312 -4.724 -5.546
C 5.048 -5.209 -4.280
Cl 4.671 -6.907 -4.078
C 5.078 -4.376 -3.174
C 5.395 -3.037 -3.346
C 3.329 1.882 -4.858
N 2.332 1.199 -4.058
C 2.230 1.197 -2.723
N 1.327 0.330 -2.332
C 0.822 -0.152 -3.514
N 1.425 0.333 -4.597
H 6.130 4.078 -6.316
H 5.402 3.941 -4.703
H 4.394 3.790 -6.163
H 6.027 2.164 -7.880
H 4.410 1.558 -7.487
H 5.824 0.500 -7.306
H 7.747 2.536 -6.068
H 7.532 0.882 -5.494
H 7.347 2.224 -4.366
H 4.905 0.889 -2.801
H 4.204 -0.454 -5.939
H 3.934 -0.613 -4.232
H 6.488 -0.676 -3.911
H 6.612 -0.922 -5.648
H 5.819 -2.993 -6.700
H 5.274 -5.392 -6.399
H 4.839 -4.765 -2.190
H 5.408 -2.373 -2.478
H 2.965 1.881 -5.881
H 3.389 2.903 -4.503
H 2.856 1.816 -2.085
H 0.049 -0.930 -3.534
*
```

energy relative to the best compared isomer or geometry (same formula, charge and spin)	71.4	kcal per mole
frontier orbital gap	5.18	eV
calculated total energy	-3136.27182	Ha
LUMO	0.1277	hartree

Löwdin atomic charge list, values in e, 5 entries:
1. Cs 1.635
2. N 0.010
3. C -0.213
4. C -0.732
5. O -0.178